Density functional theory data (ωB97M-V/def2-TZVPD) for a cluster of 6 separate species, C51H97BN10O10S4 in total.

```
173
Properties=species:S:1:pos:R:3:forces:R:3:lowdin_charge:R:1
H 3.8201 -1.6162 3.4602 -0.1 0.2 0.1 0.05
N 3.3759 -0.6897 3.4580 0.8 0.4 -0.8 0.11
C 4.1582 0.1591 2.8838 -1.3 -0.6 0.7 -0.20
C 3.6918 1.6237 2.7435 1.4 0.7 -0.2 -0.12
C 3.6045 2.1900 1.2420 0.2 0.7 0.3 -0.22
B 5.0453 2.1556 0.4918 1.2 0.1 -0.7 -0.43
C 6.4535 1.8925 1.2735 -0.3 0.3 -0.6 -0.01
O 5.2171 2.4079 -0.9096 -0.7 -1.3 1.4 0.07
C 3.4580 3.7779 1.5575 0.8 -1.0 0.1 -0.13
S 3.1288 4.7780 0.0647 2.0 3.1 -1.6 0.70
O 4.3979 5.2768 -0.4582 -1.1 -1.7 0.6 -0.28
O 2.2141 5.8896 0.2918 -0.3 -2.3 0.3 -0.28
O 2.5608 3.6819 -1.0412 0.1 0.6 3.1 -0.18
C 1.6275 2.8485 -0.2703 -2.4 -1.2 -1.3 -0.27
C 0.5474 2.4547 -1.3796 0.4 0.6 -0.1 -0.12
C -0.4392 3.6703 -1.6877 -0.1 -0.1 -0.4 -0.20
C -1.9692 3.2663 -1.6231 0.0 -0.9 -0.8 -0.45
S -2.9576 4.2273 -0.3974 0.0 -0.9 0.7 0.86
C -3.7983 3.0016 0.6857 0.8 0.4 -0.3 -1.01
S -3.6618 3.2288 2.3042 -0.5 0.0 -1.1 0.72
N -4.5430 1.9574 -0.0071 0.4 -0.1 1.4 -0.13
C -5.9303 1.8437 0.4147 -3.8 0.0 -0.3 -0.23
C -6.4073 1.4136 1.7208 -0.7 0.2 -0.4 -0.04
C -7.8284 1.3033 2.0792 1.3 0.7 -2.6 -0.07
C -8.8178 1.6031 1.0527 1.7 0.2 -0.3 -0.09
C -8.4017 2.0434 -0.2886 1.7 -0.7 2.0 -0.07
C -6.9650 2.1622 -0.5904 -1.1 -0.6 1.4 0.00
C -3.8509 0.6827 -0.0608 1.2 -2.7 -1.1 -0.22
C -2.9121 0.1556 0.9165 -0.5 -1.2 -1.8 -0.03
C -2.2969 -1.1735 0.6965 -1.0 0.6 -0.7 -0.08
C -2.5833 -2.0077 -0.4602 -1.0 2.3 0.1 -0.08
C -3.5077 -1.4560 -1.4714 0.3 1.2 1.9 -0.07
C -4.1158 -0.1472 -1.2614 1.0 -0.9 1.0 -0.01
C 2.3444 1.6065 0.4156 0.5 0.1 -0.1 -0.30
C 2.6906 0.5986 -0.7356 0.4 -0.8 -0.8 -0.11
C 3.4982 -0.7097 -0.3601 -0.4 -0.5 -1.2 -0.17
C 2.5688 -1.9726 -0.0780 2.1 -0.7 -0.1 -0.23
C 3.5725 -3.2179 -0.0089 -0.7 1.2 2.2 -0.47
S 2.6643 -4.8243 0.1538 -0.2 -0.4 0.7 0.93
C 2.0962 -4.9385 1.8808 0.1 -0.5 0.6 -0.60
N 1.7328 -6.0276 2.5899 0.9 3.0 -1.5 0.04
N 1.3706 -5.5194 3.8103 -0.5 2.3 1.3 0.01
C 1.4999 -4.1897 3.8393 0.4 -2.8 -1.6 -0.12
O 1.9877 -3.7855 2.6032 -0.3 -0.3 0.3 -0.05
N 1.5236 0.8830 1.3821 -1.0 1.1 -0.9 0.01
C 0.2036 1.3191 1.7490 -1.5 0.3 2.0 -0.24
C 0.1231 2.4879 2.8456 0.4 -1.0 0.3 -0.06
H 5.1455 -0.2300 2.5292 -0.6 1.0 0.1 0.11
H 4.5086 2.2572 3.2156 -0.7 -0.8 -0.4 0.12
H 2.7781 1.8851 3.3434 0.8 -0.9 -0.8 0.11
H 7.2980 2.2852 0.6384 -0.9 -0.3 0.7 0.08
H 6.5883 0.7766 1.3114 0.0 0.9 0.3 0.06
H 6.4728 2.3658 2.2869 0.2 -0.7 -0.7 0.07
H 5.2903 1.5261 -1.3243 0.1 0.7 -0.1 0.11
H 2.7771 3.9806 2.4202 0.1 -0.1 -1.1 0.12
H 4.4915 4.0801 1.9033 -1.1 0.2 -0.5 0.13
H 1.0497 3.4953 0.4393 0.8 -0.6 -0.2 0.13
H 1.1272 2.2471 -2.3215 -0.5 0.1 0.9 0.12
H -0.0091 1.5157 -1.1336 0.4 0.9 0.0 0.11
H -0.2509 4.5566 -1.0213 0.0 -0.9 -0.6 0.10
H -0.2235 3.9870 -2.7484 -0.3 -0.1 1.2 0.11
H -2.4665 3.4028 -2.6257 0.6 -0.2 1.0 0.08
H -2.0225 2.1741 -1.3601 -0.2 1.1 -0.2 0.06
H -5.6568 1.1710 2.5112 -0.7 0.2 -0.9 0.08
H -8.0639 0.9867 3.1208 0.0 0.3 -1.1 0.10
H -9.8970 1.4939 1.2973 0.9 0.2 -0.3 0.09
H -9.1851 2.2562 -1.0577 1.0 -0.2 0.8 0.10
H -6.7126 2.4729 -1.6307 0.1 -0.2 1.1 0.10
H -2.6582 0.7357 1.8281 -0.2 -0.6 -0.8 0.06
H -1.6062 -1.5274 1.5068 -0.7 0.3 -1.0 0.09
H -2.1301 -3.0230 -0.5946 -0.4 1.2 0.2 0.10
H -3.7697 -2.0252 -2.3975 0.3 0.5 1.0 0.09
H -4.8308 0.2174 -2.0363 0.7 -0.2 0.8 0.11
H 1.7443 0.1592 -1.1746 0.7 0.9 0.7 0.12
H 3.2017 1.0683 -1.6264 -0.5 -0.1 1.2 0.12
H 4.0423 -0.9996 -1.3134 -0.4 0.3 1.0 0.12
H 4.3059 -0.5954 0.4047 -0.8 0.0 -0.3 0.10
H 2.0861 -1.9405 0.9280 0.0 0.1 -1.1 0.08
H 1.8747 -2.1902 -0.9287 0.3 0.6 0.9 0.11
H 4.1116 -3.0920 0.9780 -0.2 -0.2 -1.2 0.08
H 4.3350 -3.2149 -0.8251 -0.9 -0.5 0.5 0.09
H 1.2823 -3.4418 4.6263 0.3 -0.8 -0.7 0.13
H 1.7988 -0.0606 1.6031 -0.2 0.3 -0.1 0.08
H -0.3068 0.4519 2.2695 0.6 0.8 -0.7 0.11
H -0.5159 1.6214 0.9421 0.9 -0.4 0.2 0.09
H -0.9552 2.6538 3.1156 1.0 0.2 -0.4 0.04
H 0.6315 2.1457 3.7954 -0.4 0.3 -0.9 0.07
H 0.6395 3.4270 2.5280 -0.7 -0.6 0.2 0.06
C -0.6389 -4.9995 -4.5321 -0.1 0.3 0.3 -0.11
O 0.1929 -5.2361 -3.4087 0.1 -0.3 -0.2 -0.19
C 1.3255 -6.0529 -3.6689 0.1 0.0 0.3 -0.20
C 2.5038 -5.3205 -4.3369 -0.3 0.2 -0.1 -0.42
C 2.2918 -5.0345 -5.8210 0.2 -0.1 -0.2 -0.07
N 2.8109 -4.0600 -3.6504 0.0 0.0 0.3 0.05
H -0.6905 -5.8658 -5.1976 0.1 0.0 0.0 0.09
H -0.2941 -4.1178 -5.0763 -0.1 -0.1 -0.2 0.07
H -1.6447 -4.7840 -4.1675 0.1 -0.1 0.0 0.09
H 1.6611 -6.4042 -2.6882 -0.1 0.1 0.0 0.11
H 1.0347 -6.9465 -4.2351 0.0 0.1 -0.1 0.12
H 3.3782 -5.9745 -4.2569 -0.1 0.0 0.1 0.14
H 1.6286 -4.1862 -5.9948 0.0 0.0 0.1 0.06
H 3.2440 -4.7914 -6.2979 -0.1 0.0 0.1 0.08
H 1.8759 -5.9051 -6.3336 0.0 0.0 0.0 0.08
H 3.0602 -4.2671 -2.6853 0.1 0.0 -0.1 0.03
H 1.9378 -3.5402 -3.5693 0.1 0.0 -0.1 0.07
C 1.9680 0.0636 6.3527 0.0 0.0 -0.3 -0.11
O 2.0845 1.4780 6.3269 -0.2 0.0 0.2 -0.21
C 1.9699 2.1056 7.5953 0.0 0.3 0.0 -0.20
C 3.2474 2.0554 8.4533 0.1 -0.3 -0.3 -0.43
C 3.5141 0.6907 9.0824 0.0 -0.1 0.3 -0.07
N 4.4302 2.4621 7.6843 -0.2 0.2 -0.1 0.04
H 1.2522 -0.2781 7.1064 0.1 0.1 0.1 0.07
H 2.9464 -0.3912 6.5182 -0.1 -0.2 0.1 0.07
H 1.6198 -0.2618 5.3721 0.0 0.1 0.0 0.06
H 1.7508 3.1563 7.3809 0.0 0.0 -0.1 0.12
H 1.1028 1.7137 8.1418 0.0 -0.2 0.0 0.12
H 3.1135 2.7679 9.2738 0.0 0.1 -0.1 0.13
H 3.9288 -0.0252 8.3720 -0.1 0.1 -0.1 0.06
H 4.2398 0.7849 9.8933 0.0 0.0 -0.1 0.08
H 2.5990 0.2659 9.5024 0.0 0.0 0.0 0.07
H 4.2958 3.4167 7.3584 0.1 0.0 0.1 0.07
H 4.4376 1.9118 6.8265 0.1 0.0 0.1 0.06
C -1.3548 -3.4278 5.8238 0.3 -0.1 -0.1 -0.10
O -0.4949 -2.6988 6.6853 -0.2 0.1 0.0 -0.21
C -1.0662 -2.3496 7.9389 0.2 0.1 0.2 -0.20
C -1.0777 -3.4850 8.9789 0.1 -0.2 -0.4 -0.43
C -2.1423 -4.5472 8.7192 -0.2 -0.1 0.1 -0.07
N 0.2320 -4.1413 9.0777 0.1 0.3 -0.1 0.04
H -2.3979 -3.1132 5.9159 0.0 0.0 0.1 0.09
H -1.2588 -4.4978 6.0151 -0.2 0.0 -0.1 0.08
H -1.0301 -3.2494 4.7970 0.0 0.1 0.1 0.07
H -0.4375 -1.5433 8.3298 0.1 -0.1 -0.1 0.11
H -2.0668 -1.9221 7.7991 -0.1 -0.1 -0.1 0.12
H -1.3047 -3.0313 9.9492 0.1 0.1 -0.1 0.14
H -1.8599 -5.2394 7.9252 0.1 0.1 0.0 0.07
H -2.3019 -5.1478 9.6172 0.1 0.1 -0.1 0.08
H -3.0976 -4.0893 8.4509 0.0 0.0 0.0 0.08
H 0.9237 -3.4505 9.3606 0.0 -0.1 0.1 0.07
H 0.5165 -4.3963 8.1331 -0.1 -0.1 0.1 0.07
C -2.7880 -2.2844 -6.3673 0.2 -0.2 0.2 -0.11
O -3.0188 -3.6535 -6.6525 -0.2 0.1 -0.1 -0.20
C -3.7546 -3.8930 -7.8443 -0.1 -0.3 -0.1 -0.20
C -2.9262 -3.8025 -9.1391 0.3 0.2 0.3 -0.43
C -2.5921 -2.3736 -9.5583 -0.1 0.1 -0.2 -0.07
N -1.6788 -4.5703 -9.0370 -0.2 -0.2 0.2 0.04
H -3.6290 -1.6536 -6.6684 0.0 0.0 -0.1 0.09
H -1.8666 -1.9479 -6.8462 -0.1 0.2 -0.1 0.08
H -2.6495 -2.1851 -5.2884 -0.1 -0.1 0.0 0.08
H -4.1260 -4.9184 -7.7548 0.1 0.0 0.1 0.12
H -4.6396 -3.2459 -7.8865 0.1 0.1 0.0 0.12
H -3.5306 -4.2404 -9.9402 0.0 -0.1 0.1 0.14
H -1.7777 -1.9440 -8.9739 0.0 -0.1 0.0 0.06
H -2.2742 -2.3520 -10.6029 0.0 -0.1 0.1 0.08
H -3.4638 -1.7215 -9.4623 0.0 0.0 0.0 0.08
H -1.9089 -5.5469 -8.8672 0.1 0.0 -0.1 0.07
H -1.2121 -4.2788 -8.1793 0.0 0.0 -0.1 0.06
C -1.2239 7.1451 -4.5387 0.3 -0.1 0.3 -0.10
O -1.4195 5.7851 -4.8907 -0.3 0.1 -0.2 -0.21
C -2.1396 5.5846 -6.0984 0.0 -0.3 -0.1 -0.21
C -1.3046 5.7555 -7.3809 0.2 0.2 0.3 -0.43
C -1.0022 7.2101 -7.7299 -0.1 0.1 -0.2 -0.07
N -0.0397 5.0138 -7.3050 -0.2 -0.2 0.1 0.04
H -2.0774 7.7692 -4.8178 0.0 0.0 -0.1 0.09
H -0.3072 7.5253 -4.9923 -0.1 0.2 0.0 0.08
H -1.0969 7.1962 -3.4557 -0.1 -0.1 0.0 0.09
H -2.4869 4.5472 -6.0604 0.1 0.0 0.1 0.12
H -3.0396 6.2120 -6.1179 0.1 0.1 0.0 0.12
H -1.8927 5.3414 -8.2066 0.0 -0.1 0.1 0.13
H -0.2027 7.6308 -7.1195 0.0 -0.1 0.0 0.06
H -0.6776 7.2883 -8.7698 0.0 -0.1 0.1 0.08
H -1.8900 7.8359 -7.6105 0.0 0.0 0.0 0.08
H -0.2473 4.0251 -7.1830 0.1 0.0 -0.1 0.07
H 0.4139 5.2757 -6.4309 0.0 0.1 -0.1 0.07
```
Forces are in eV/Å.

Output
Net charge = 0
SMILES = [H]/N=C/C[C@]1(B(C)O)CS(=O)(=O)O[C@@H](CCCSC(=S)N(c2ccccc2)c2ccccc2)[C@]1(CCCCSc1nnco1)NCC.COC[C@@H](C)N.COC[C@@H](C)N.COC[C@@H](C)N.COC[C@@H](C)N.COC[C@@H](C)N

Density functional theory data (ωB97M-V/def2-TZVPD) for a structure of composition C51H99BrInN8S.

```
161
Properties=species:S:1:pos:R:3:forces:R:3:lowdin_charge:R:1
C 0.7913 8.5458 -1.6846 -1.3 -0.3 0.8 -0.16
C -0.3376 7.4022 -2.0484 0.8 0.1 -0.1 -0.26
C -0.0918 6.9959 -3.6424 -0.3 -0.6 0.7 -0.22
C 0.4139 5.4245 -3.7880 -0.4 1.2 -0.4 -0.21
C -0.8047 4.4403 -4.3142 1.0 -0.5 0.3 -0.20
C -0.9036 3.0992 -3.3199 -0.7 0.8 -0.7 -0.20
C -2.3887 3.0082 -2.5799 0.9 -0.5 -0.2 -0.21
C -2.9008 1.4611 -2.7718 -0.5 0.2 1.4 -0.23
C -3.6622 1.0067 -1.3701 0.3 -0.2 -1.3 -0.22
C -3.8706 -0.6388 -1.3921 0.6 1.1 0.9 -0.22
C -3.7788 -1.1881 0.1779 -0.3 -1.2 -1.4 -0.21
C -2.6745 -2.4203 0.1496 0.3 0.8 0.8 -0.23
C -2.2064 -2.9402 1.6333 0.4 -1.1 -0.9 -0.21
C -2.7414 -4.5102 1.8509 -1.1 1.9 1.3 -0.28
C -2.9773 -4.6693 3.4740 -0.4 -0.1 0.2 -0.31
In -1.5443 -6.2082 4.4255 -0.5 0.4 0.3 0.62
C -2.6305 -7.0442 6.2219 -1.3 -0.3 0.6 -0.30
C -2.4405 -8.6496 6.4839 0.2 0.5 0.5 -0.40
N -1.8549 -8.8086 7.9023 1.3 -0.5 -0.9 -0.11
C -0.8751 -7.7250 2.8923 1.2 -0.4 -2.1 -0.63
S -1.8148 -9.3445 2.8923 1.4 -0.3 -0.2 0.63
C -0.4995 -10.6158 2.3471 0.9 0.1 0.1 -0.56
C -0.9888 -12.1706 2.5124 1.1 0.2 -0.8 -0.21
C 0.3215 -5.0989 5.1220 1.9 0.4 0.1 -0.32
C 1.4320 -6.0420 5.8746 1.1 2.8 0.2 -0.74
C 2.9632 -5.9166 5.2349 0.1 -1.4 0.1 -0.19
Br 1.0006 -7.9939 5.9196 0.1 0.5 0.2 0.64
H 1.8576 8.0964 -1.9095 -2.2 1.2 0.5 0.09
H 0.6646 8.8239 -0.5312 0.6 -0.5 -2.5 0.08
H 0.5361 9.5080 -2.3077 0.8 -1.9 1.1 0.06
H -1.4390 7.7727 -1.8466 2.3 -0.5 -0.5 0.10
H -0.1703 6.4780 -1.3180 -0.3 1.8 -1.7 0.11
H 0.7351 7.6792 -4.1163 -1.9 -1.1 1.0 0.07
H -1.1334 7.1433 -4.1708 2.3 -0.3 0.7 0.09
H 1.2949 5.4365 -4.5686 -1.7 -0.3 1.6 0.10
H 0.8402 5.1201 -2.7305 -0.9 0.3 -2.3 0.10
H -1.8441 5.0171 -4.3733 2.3 -1.2 0.3 0.09
H -0.5170 4.0843 -5.4136 -0.8 0.8 2.3 0.11
H -0.6965 2.1633 -4.0153 -0.6 1.8 1.7 0.10
H -0.1033 3.1408 -2.4666 -1.3 -0.1 -1.9 0.10
H -3.1375 3.8280 -2.9663 1.4 -1.8 0.5 0.09
H -2.2198 3.2447 -1.4233 -0.5 -0.7 -2.5 0.11
H -1.9679 0.7601 -2.9352 -1.8 1.4 0.4 0.10
H -3.6309 1.2896 -3.6719 1.4 0.6 1.6 0.11
H -4.6984 1.5922 -1.3128 2.2 -1.3 0.1 0.12
H -2.9415 1.3623 -0.4876 -1.7 -1.0 -1.8 0.11
H -4.8770 -0.9269 -1.9155 1.9 0.6 1.0 0.10
H -2.9699 -1.0995 -2.0102 -1.9 0.9 1.3 0.10
H -4.8462 -1.6237 0.4198 2.2 0.9 0.0 0.11
H -3.5112 -0.3284 0.9334 -0.4 -1.8 -1.6 0.11
H -3.1521 -3.3438 -0.4006 1.2 2.0 0.8 0.07
H -1.7113 -1.9997 -0.4024 -2.1 -1.0 0.8 0.11
H -1.0267 -3.0064 1.6771 -2.3 0.4 0.0 0.11
H -2.5832 -2.2124 2.4740 0.6 -1.6 -1.6 0.10
H -2.0032 -5.3034 1.4005 -1.5 1.7 0.7 0.08
H -3.8115 -4.5519 1.3267 2.3 -0.2 0.8 0.10
H -4.0660 -5.0380 3.7483 2.1 0.8 -0.7 0.03
H -2.7809 -3.6732 4.0856 -0.5 -1.8 -1.5 0.03
H -3.7833 -6.8072 6.0676 2.3 -0.5 0.3 0.03
H -2.3062 -6.3733 7.1551 -0.6 -1.7 -1.7 0.05
H -3.4777 -9.2338 6.3977 2.2 1.3 0.3 0.11
H -1.6822 -9.1878 5.7739 -1.6 1.3 0.8 0.02
H -1.2029 -7.9939 8.1121 -1.2 -1.3 -0.7 0.03
H -1.1860 -9.6281 7.8083 -1.0 1.3 0.5 0.04
H 0.2597 -7.9784 3.0530 -2.1 0.5 -0.2 -0.02
H -0.9662 -7.2867 1.7861 0.3 -0.9 2.2 0.00
H -0.1827 -10.3532 1.2439 -0.7 -0.8 2.1 0.08
H 0.4540 -10.4254 3.0220 -1.9 -0.4 -1.3 0.08
H -0.0977 -12.8495 2.0995 -1.9 1.4 0.9 0.07
H -1.1492 -12.4710 3.6325 0.0 0.7 -2.2 0.07
H -1.9015 -12.3757 1.8093 1.5 0.3 1.7 0.07
H 0.0911 -4.1950 5.8435 0.4 -2.0 -1.7 0.00
H 0.8548 -4.6655 4.1459 -1.0 -0.8 2.0 0.04
H 1.5168 -5.6817 7.0014 -0.3 -1.1 -2.3 0.08
H 3.3726 -7.0196 5.0380 -0.8 2.4 0.4 0.05
H 3.7079 -5.4453 6.0190 -1.5 -0.6 -1.7 0.06
H 2.9574 -5.3803 4.1931 0.0 -0.8 2.2 0.07
C 3.8219 -2.0171 9.1733 0.1 -0.1 0.2 -0.13
C 3.9822 -1.9936 7.6565 0.2 -0.1 0.3 -0.29
C 2.7705 -1.3952 6.9394 -0.8 -0.9 0.2 -0.19
C 1.5327 -2.2227 7.2451 -7.1 -4.4 1.6 -0.14
N 0.5057 -2.9091 7.4987 8.3 5.6 -1.7 0.13
H 2.9808 -2.6464 9.4812 0.0 0.1 -0.1 0.07
H 4.7217 -2.4255 9.6443 -0.2 0.2 -0.1 0.04
H 3.6594 -1.0071 9.5664 0.0 -0.1 0.0 0.07
H 4.1560 -3.0172 7.3025 0.0 0.2 -0.1 0.10
H 4.8733 -1.4091 7.4025 -0.2 -0.1 -0.1 0.07
H 2.9401 -1.3883 5.8575 -0.2 -0.1 0.1 0.11
H 2.6028 -0.3624 7.2635 -0.1 -0.2 0.0 0.11
C -5.7739 7.6539 -6.6660 -0.1 0.1 0.0 -0.11
C -4.3043 7.2459 -6.6910 -0.2 0.4 0.1 -0.27
C -4.1018 5.7733 -7.0529 -0.4 -0.4 0.9 -0.19
C -4.7928 4.8922 -6.0251 -3.7 -5.2 5.6 -0.17
N -5.3660 4.1611 -5.1724 4.5 5.8 -6.8 0.11
H -6.3335 7.1030 -5.9034 0.1 0.0 -0.1 0.07
H -5.8688 8.7189 -6.4315 0.0 -0.1 -0.1 0.07
H -6.2474 7.4751 -7.6381 0.0 0.0 0.1 0.07
H -3.8625 7.4516 -5.7083 0.0 -0.1 -0.2 0.11
H -3.7747 7.8698 -7.4193 0.0 -0.2 0.1 0.11
H -3.0332 5.5345 -7.0709 -0.2 -0.2 0.1 0.11
H -4.5139 5.5607 -8.0453 -0.1 -0.1 0.2 0.10
C -3.9875 -6.9527 -4.2825 0.0 -0.1 -0.1 -0.12
C -4.7627 -6.2781 -3.1552 0.0 -0.4 -0.1 -0.28
C -4.1811 -4.9183 -2.7638 1.0 -0.4 0.5 -0.20
C -2.7503 -5.0915 -2.2809 8.1 -0.7 2.7 -0.18
N -1.5633 -5.2352 -1.8803 -9.5 1.1 -3.3 0.13
H -2.9548 -7.1682 -3.9904 -0.1 0.1 0.0 0.07
H -4.4551 -7.9062 -4.5477 0.0 0.1 0.0 0.07
H -3.9683 -6.3212 -5.1781 0.0 -0.1 0.1 0.07
H -4.7717 -6.9437 -2.2833 0.0 0.2 -0.1 0.12
H -5.8037 -6.1452 -3.4697 0.1 0.1 0.1 0.11
H -4.7791 -4.4704 -1.9631 0.3 0.0 0.0 0.11
H -4.1925 -4.2342 -3.6193 0.2 -0.1 0.1 0.11
C -7.5639 4.1278 -9.5711 -0.1 0.0 0.1 -0.11
C -7.3430 3.8875 -11.0612 -0.3 -0.1 0.3 -0.28
C -6.2180 4.7463 -11.6419 -0.5 1.0 0.1 -0.20
C -6.5557 6.2185 -11.4719 -1.6 8.3 0.8 -0.17
N -6.8358 7.4399 -11.3309 2.2 -9.7 -1.1 0.10
H -7.8715 5.1587 -9.3691 0.1 -0.1 -0.1 0.07
H -8.3561 3.4733 -9.1939 0.2 0.1 0.0 0.08
H -6.6509 3.9220 -9.0008 -0.1 0.0 0.0 0.07
H -8.2793 4.0901 -11.5955 0.2 0.0 0.0 0.11
H -7.1043 2.8300 -11.2190 0.1 0.2 -0.1 0.11
H -6.0902 4.5275 -12.7073 0.0 0.2 0.1 0.11
H -5.2704 4.5330 -11.1355 -0.1 0.2 0.0 0.11
C -0.2295 13.0750 -3.8968 -0.1 0.1 0.1 -0.12
C 1.2726 12.8600 -3.7406 -0.3 0.1 0.3 -0.28
C 1.9300 12.3111 -5.0084 -0.5 -1.0 0.0 -0.19
C 1.3200 10.9643 -5.3612 -3.2 -7.6 -2.2 -0.15
N 0.8141 9.8470 -5.6540 4.0 8.9 2.3 0.12
H -0.7541 12.1348 -4.0945 0.1 0.1 0.0 0.07
H -0.6510 13.4942 -2.9776 0.1 0.0 -0.2 0.07
H -0.4433 13.7690 -4.7177 0.0 -0.1 0.1 0.08
H 1.4473 12.1728 -2.9036 0.1 0.1 -0.2 0.11
H 1.7427 13.8140 -3.4777 0.1 -0.2 -0.1 0.11
H 3.0066 12.1878 -4.8500 -0.2 -0.2 -0.1 0.11
H 1.7870 13.0022 -5.8462 0.0 -0.2 0.0 0.11
C 8.2523 0.9297 6.5145 0.0 0.1 -0.1 -0.11
C 9.4105 0.1426 7.1194 -0.1 0.4 0.1 -0.28
C 9.1661 -1.3676 7.1225 -0.9 0.0 0.7 -0.20
C 7.9301 -1.6861 7.9479 -6.8 -2.1 4.5 -0.11
N 6.9046 -1.9503 8.6325 8.4 2.2 -5.4 0.15
H 7.3310 0.8007 7.0913 0.1 -0.1 -0.1 0.07
H 8.4829 1.9998 6.5071 0.0 -0.1 0.0 0.07
H 8.0605 0.6148 5.4824 0.0 0.0 0.1 0.07
H 9.5809 0.4940 8.1445 0.1 -0.1 -0.1 0.11
H 10.3215 0.3568 6.5498 0.0 -0.2 0.1 0.10
H 10.0291 -1.8869 7.5525 -0.3 -0.1 0.0 0.11
H 9.0223 -1.7363 6.1011 -0.1 -0.1 0.3 0.06
C 10.5194 -0.4429 2.2918 0.0 0.1 0.0 -0.11
C 11.6776 -1.2300 2.8967 -0.1 0.4 0.0 -0.28
C 11.4332 -2.7403 2.8997 -0.8 0.0 0.7 -0.19
C 10.1971 -3.0587 3.7251 -6.8 -2.1 4.5 -0.14
N 9.1717 -3.3230 4.4098 8.2 2.2 -5.5 0.13
H 9.5980 -0.5720 2.8685 0.1 -0.1 -0.1 0.07
H 10.7499 0.6271 2.2843 0.0 -0.1 0.0 0.07
H 10.3276 -0.7578 1.2597 0.0 0.1 0.1 0.08
H 11.8479 -0.8787 3.9217 0.1 -0.2 -0.1 0.11
H 12.5886 -1.0159 2.3271 -0.1 -0.2 0.1 0.11
H 12.2962 -3.2595 3.3298 -0.3 -0.1 0.0 0.11
H 11.2894 -3.1090 1.8783 -0.1 0.0 0.2 0.12
```
Forces are in eV/Å.

Output
Net charge = -1

no.,F_max (eV Å⁻¹),Kohn-Sham gap (Ha)
1,4.063,0.284
2,10.260,0.195